Entry P
Here is an isolated molecule of C5H4N4 from the Open Molecules 2025 dataset. Energies are from wB97M-V/def2-TZVPD.

The calculation puts the gap between HOMO and LUMO at 8.51 eV. For the LUMO energy, the calculation gives -0.0747 Ha. As for the HOMO energy: -10.545 eV.

Geometry as ORCA input:
```
! wB97M-V def2-TZVPD RIJCOSX def2/J DEFGRID3
* xyz 0 1
C 2.3975 -0.9890 0.0146
N 1.8073 0.3457 0.0560
C 0.5320 0.5461 -0.0937
N -0.1185 1.8009 -0.0493
C -1.3117 1.5372 0.0738
C -1.5368 0.0301 0.1780
C -2.8389 -0.4850 0.0124
N -3.9556 -0.7783 -0.0576
N -0.3799 -0.4946 -0.0487
H 3.5078 -0.8056 -0.3332
H 1.8139 -1.4269 -0.7399
H 2.2368 -1.4178 1.0320
H -2.1540 2.1373 -0.0445
*
```

Atom charges from the natural (NBO) analysis, given in e for atoms 1 to 5: number 1, C, carries -0.4544; number 2, N, carries -0.2567; number 3, C, carries 0.4116; number 4, N, carries -0.3670; number 5, C, carries 0.0916



Entry Q
Here is a structure of composition C5H4N4 from the Open Molecules 2025 dataset. Energies are from wB97M-V/def2-TZVPD.

The calculation puts the gap between HOMO and LUMO at 8.87 eV. For the LUMO energy, the calculation gives -0.0369 Ha. As for the HOMO energy: -9.877 eV.

Geometry as ORCA input:
```
! wB97M-V def2-TZVPD RIJCOSX def2/J DEFGRID3
* xyz 0 1
C -0.8503 1.9422 0.1266
C 0.0563 0.7991 0.1350
C -0.3797 -0.4872 0.2273
C -1.7516 -0.8189 0.2065
C -3.0144 -0.6366 -0.2332
H -1.7678 1.5381 -0.4388
H -0.9275 2.4744 1.3813
H -0.1185 2.8153 -0.8105
H -4.1329 -0.7757 -0.7481
N 1.4339 1.0529 -0.2215
N 2.2941 0.0629 -0.1689
N 1.8419 -1.2310 0.1106
N 0.5136 -1.4339 -0.0283
*
```

Atom charges from the natural (NBO) analysis, given in e for atoms 1 to 5: number 1, C, carries -0.6559; number 2, C, carries 0.1714; number 3, C, carries -0.0080; number 4, C, carries -0.0324; number 5, C, carries -0.1903



Quick one: least stable of them? entry Q



Entry P
Here is an isolated molecule of C4H7NOS from the Open Molecules 2025 dataset. Energies are from wB97M-V/def2-TZVPD.

The calculation puts the gap between HOMO and LUMO at 8.44 eV. For the LUMO energy, the calculation gives 0.0000 Ha. As for the HOMO energy: -8.439 eV.

Geometry as ORCA input:
```
! wB97M-V def2-TZVPD RIJCOSX def2/J DEFGRID3
* xyz 0 1
C -1.7500 0.0671 1.5553
C -0.8768 -0.2682 0.5537
C -0.4403 0.9059 -0.1900
N 0.0995 0.9344 -1.4451
S 0.8730 2.3187 -2.1101
O -0.3399 -1.4251 0.1784
C 1.0971 -1.6164 0.1223
H -1.8807 -0.6628 2.3668
H -2.1901 1.2094 1.4461
H -0.8352 1.8983 0.2316
H 1.4492 1.6514 -3.0069
H 1.5703 -2.6114 -0.0477
H 1.5306 -0.9508 -0.7636
H 1.6932 -1.4506 1.1092
*
```

Atom charges from the natural (NBO) analysis, given in e for atoms 1 to 5: number 1, C, carries -0.4236; number 2, C, carries 0.2407; number 3, C, carries 0.0307; number 4, N, carries -0.5771; number 5, S, carries 0.2132



Entry Q
Here is a cluster of 2 separate species, C4H7NOS in total from the Open Molecules 2025 dataset. Energies are from wB97M-V/def2-TZVPD.

The calculation puts the gap between HOMO and LUMO at 7.44 eV. For the LUMO energy, the calculation gives -0.0309 Ha. As for the HOMO energy: -8.281 eV.

Geometry as ORCA input:
```
! wB97M-V def2-TZVPD RIJCOSX def2/J DEFGRID3
* xyz 0 1
N -1.1982 1.4919 0.1295
C -2.0043 0.6917 -0.0697
C -3.1319 -0.2212 -0.1529
O -3.7014 -0.5683 0.8258
H -3.1079 -0.8116 -1.0723
C 1.9990 1.0483 0.7021
S 0.9976 -0.4639 1.0901
C 0.9597 -1.1391 -0.5579
H 1.2862 1.8497 0.2595
H 2.2558 1.3458 1.7341
H 2.6948 0.5498 0.0289
H 1.8057 -1.7809 -0.8114
H 0.0540 -1.5992 -0.6570
H 1.0909 -0.3932 -1.4488
*
```

Atom charges from the natural (NBO) analysis, given in e for atoms 1 to 5: number 1, N, carries -0.2365; number 2, C, carries 0.1589; number 3, C, carries 0.3343; number 4, O, carries -0.4122; number 5, H, carries 0.1483



Quick one: least stable of them? entry P



Entry P
Here is a cluster of 2 separate species, C5H14N2O2 in total from the Open Molecules 2025 dataset. Energies are from wB97M-V/def2-TZVPD.

The calculation puts the gap between HOMO and LUMO at 9.52 eV. For the LUMO energy, the calculation gives 0.0208 Ha. As for the HOMO energy: -8.956 eV.

Geometry as ORCA input:
```
! wB97M-V def2-TZVPD RIJCOSX def2/J DEFGRID3
* xyz 0 1
C 2.6578 -0.6446 0.8960
N 2.5478 0.3026 -0.2725
C 1.2847 0.0351 -0.9982
C 0.1021 0.0489 -0.0708
N -1.0492 0.4408 -0.9501
C -0.9626 1.8884 -1.3325
C -2.2636 -0.1360 -1.0111
O -2.6112 -1.0679 -0.3520
H 3.5597 -0.3793 1.5912
H 1.7572 -0.7745 1.6901
H 2.8640 -1.7300 0.6860
H 2.8051 1.2128 0.1228
H 1.3453 -0.8707 -1.5056
H 1.3373 0.9764 -1.6810
H 0.0846 0.8700 0.6949
H -0.2136 -0.8679 0.4893
H -0.4262 1.9424 -2.3236
H -1.9540 2.3402 -1.6225
H -0.5424 2.5956 -0.7179
H -2.8888 0.2678 -1.7816
O -0.1334 -1.0176 3.1633
H -0.4233 -0.9992 2.2183
H -0.7490 -0.2546 3.3069
*
```

Atom charges from the natural (NBO) analysis, given in e for atoms 1 to 5: number 1, C, carries -0.4744; number 2, N, carries -0.6424; number 3, C, carries -0.2308; number 4, C, carries -0.2410; number 5, N, carries -0.4490



Entry Q
Here is an isolated molecule of C5H14N2O2 from the Open Molecules 2025 dataset. Energies are from wB97M-V/def2-TZVPD.

The calculation puts the gap between HOMO and LUMO at 9.61 eV. For the LUMO energy, the calculation gives 0.0317 Ha. As for the HOMO energy: -8.749 eV.

Geometry as ORCA input:
```
! wB97M-V def2-TZVPD RIJCOSX def2/J DEFGRID3
* xyz 0 1
C -1.1009 -1.9525 -1.8320
O -1.1601 -1.2365 -0.6199
N -0.5065 0.0525 -0.7760
N -1.4413 1.0664 -0.8993
C 0.4370 0.3094 0.3033
C 1.2812 -0.9363 0.5533
C 1.3141 1.4723 -0.1541
C -0.3453 0.7504 1.6577
O 0.5228 1.3033 2.6211
H -0.0664 -2.1174 -2.1442
H -1.6438 -1.4357 -2.6305
H -1.5830 -2.9079 -1.6309
H -1.9200 0.9744 -1.7886
H -2.0929 1.0526 -0.0879
H 2.0814 -0.7075 1.2546
H 1.7361 -1.2683 -0.3780
H 0.6724 -1.7453 0.9495
H 0.6929 2.2965 -0.5006
H 1.9610 1.1557 -0.9729
H 1.9119 1.8297 0.6723
H -0.8560 -0.1392 2.0502
H -1.0771 1.5412 1.4945
H 1.1822 0.6421 2.8583
*
```

Atom charges from the natural (NBO) analysis, given in e for atoms 1 to 5: number 1, C, carries -0.2414; number 2, O, carries -0.4439; number 3, N, carries -0.0494; number 4, N, carries -0.6561; number 5, C, carries 0.0882



Quick one: least stable of them? entry Q



Entry P
Here is a structure of composition C2H3NOS2 from the Open Molecules 2025 dataset. Energies are from wB97M-V/def2-TZVPD.

The calculation puts the gap between HOMO and LUMO at 8.09 eV. For the LUMO energy, the calculation gives -0.0281 Ha. As for the HOMO energy: -8.850 eV.

Geometry as ORCA input:
```
! wB97M-V def2-TZVPD RIJCOSX def2/J DEFGRID3
* xyz 0 1
C 1.6449 -0.3220 0.1293
C -0.7397 0.2954 -0.5279
N 1.6285 0.9516 -0.1646
O 0.7787 -1.1586 0.1459
S 0.1123 1.5748 0.1231
S -2.3308 0.0601 0.0731
H 2.7639 -0.6999 0.3347
H -0.6566 -0.2003 -1.4553
H -2.1748 1.1179 1.0509
*
```

Atom charges from the natural (NBO) analysis, given in e for atoms 1 to 5: number 1, C, carries 0.4789; number 2, C, carries -0.4274; number 3, N, carries -0.8024; number 4, O, carries -0.5886; number 5, S, carries 0.6562



Entry Q
Here is an isolated molecule of C2H3NOS2 from the Open Molecules 2025 dataset. Energies are from wB97M-V/def2-TZVPD.

The calculation puts the gap between HOMO and LUMO at 7.74 eV. For the LUMO energy, the calculation gives -0.0528 Ha. As for the HOMO energy: -9.173 eV.

Geometry as ORCA input:
```
! wB97M-V def2-TZVPD RIJCOSX def2/J DEFGRID3
* xyz 0 1
O 0.6245 1.6632 -0.1253
N -0.0243 0.4677 0.0246
C -1.3848 0.6476 0.2229
S -2.4769 -0.5644 -0.0674
C 0.7633 -0.6960 0.0057
S 2.4204 -0.5418 0.0249
H 1.5312 1.3201 -0.2790
H -1.7767 1.6797 0.4229
H 0.0530 -1.5895 -0.0061
*
```

Atom charges from the natural (NBO) analysis, given in e for atoms 1 to 5: number 1, O, carries -0.5293; number 2, N, carries -0.1480; number 3, C, carries -0.0971; number 4, S, carries -0.0326; number 5, C, carries -0.1142



Quick one: least stable of them? entry P



Entry P
Here is a structure of composition C28H38N7O5SV from the Open Molecules 2025 dataset. Energies are from wB97M-V/def2-TZVPD.

The calculation puts the gap between HOMO and LUMO (alpha / beta) at 4.54 / 6.18 eV. For the LUMO energy (alpha / beta), the calculation gives 0.0599 / 0.0598 Ha. As for the HOMO energy (alpha / beta): -2.916 / -4.552 eV.

Geometry as ORCA input:
```
! wB97M-V def2-TZVPD RIJCOSX def2/J DEFGRID3
* xyz -1 4
V -0.9355 -0.0434 0.2720
N -0.1449 -2.4367 0.7750
C 1.2512 -2.0919 1.0285
C 1.9330 -3.2161 1.8879
C 3.3867 -3.0786 2.3989
C 4.5270 -3.3862 1.3932
N 4.3924 -3.0444 -0.0007
C 4.5987 -1.8567 -0.5896
N 4.8267 -0.7718 0.1310
N 4.7033 -1.8609 -1.9137
C 1.2947 -0.6792 1.7184
O 2.4054 -0.2185 2.0204
O 0.1738 -0.1600 1.9593
H -0.6635 -2.4883 1.6478
H -0.2213 -3.3273 0.2980
H 1.7364 -1.9746 0.0596
H 1.8669 -4.1564 1.3254
H 1.2882 -3.3045 2.7684
H 3.5269 -3.7865 3.2212
H 3.4835 -2.0703 2.7892
H 4.6807 -4.4683 1.3960
H 5.4404 -2.9061 1.7502
H 3.9991 -3.7593 -0.5882
H 4.2185 -0.6326 0.9625
H 4.9208 0.1074 -0.3829
H 4.4206 -2.6903 -2.4097
H 4.5138 -0.9456 -2.4118
C -0.4996 -2.3638 -4.8215
C -1.7431 -2.7727 -4.3577
C -2.2136 -2.3559 -3.1271
C -1.4392 -1.5117 -2.3052
C -0.1841 -1.1167 -2.7855
C 0.2752 -1.5370 -4.0194
N -1.8936 -1.0666 -1.0679
N -3.1255 -1.4755 -0.7848
C -3.5057 -1.1831 0.4906
C -4.7672 -1.5947 0.9471
C -5.1026 -1.4170 2.2764
C -4.1710 -0.8728 3.1517
C -2.9223 -0.4571 2.6848
C -2.5729 -0.5361 1.3433
H -0.1418 -2.6843 -5.7912
H -2.3580 -3.4221 -4.9701
H -3.1812 -2.6674 -2.7642
H 0.4211 -0.4588 -2.1889
H 1.2440 -1.1884 -4.3546
H -5.4431 -2.0767 0.2515
H -6.0770 -1.7186 2.6435
H -4.4152 -0.7692 4.2035
H -2.2142 -0.0646 3.4085
C -0.7340 5.0212 2.5480
N -0.5174 3.5938 2.5490
C -1.7092 2.8798 2.9623
C 0.0524 3.0451 1.3112
C -0.9248 2.9957 0.1505
C -1.2026 4.1984 -0.5006
C -2.1673 4.2817 -1.4915
C -2.8702 3.1382 -1.8335
C -2.5719 1.9339 -1.2131
C -1.5837 1.7985 -0.2240
H -0.9735 5.3357 3.5678
H -1.5604 5.3380 1.8910
H 0.1802 5.5286 2.2346
H -1.8778 3.0547 4.0292
H -1.5537 1.8200 2.7839
H -2.6087 3.1913 2.4074
H 0.3857 2.0380 1.5494
H 0.9346 3.6418 1.0566
H -0.6321 5.0879 -0.2500
H -2.3731 5.2268 -1.9808
H -3.6427 3.1765 -2.5933
H -3.1435 1.0630 -1.5160
C 0.8262 2.7600 -2.4651
S 1.9917 1.6043 -1.7697
O 2.4305 0.8584 -2.9739
O 3.1128 2.3281 -1.1843
O 1.3115 0.7411 -0.7995
H 1.3104 3.1897 -3.3351
H 0.5641 3.5090 -1.7318
H -0.0467 2.1786 -2.7479
*
```

Atom charges from the Löwdin analysis, given in e for atoms 1 to 5: number 1, V, carries 0.8698; number 2, N, carries 0.0592; number 3, C, carries -0.2821; number 4, C, carries -0.1332; number 5, C, carries -0.1687



Entry Q
Here is a structure of composition C28H38N7O5SV from the Open Molecules 2025 dataset. Energies are from wB97M-V/def2-TZVPD.

The calculation puts the gap between HOMO and LUMO (alpha / beta) at 5.69 / 7.31 eV. For the LUMO energy (alpha / beta), the calculation gives 0.0889 / 0.0888 Ha. As for the HOMO energy (alpha / beta): -3.267 / -4.894 eV.

Geometry as ORCA input:
```
! wB97M-V def2-TZVPD RIJCOSX def2/J DEFGRID3
* xyz -1 4
V -0.2643 0.6184 -0.5614
N -1.3651 1.6314 1.4536
C -0.4390 1.1460 2.4809
C -0.5040 1.9504 3.7656
C 0.5112 1.5444 4.8165
C 0.1292 0.2605 5.5281
N -0.5560 -0.6983 4.6370
C 0.0595 -1.4826 3.7136
N 1.3511 -1.2955 3.4577
N -0.6178 -2.4853 3.1251
C 0.9567 1.1230 1.8795
O 1.8877 0.7162 2.5787
O 1.0383 1.5654 0.6828
H -1.1260 2.5793 1.1784
H -2.3235 1.6127 1.7759
H -0.7030 0.1045 2.6740
H -1.5286 1.8860 4.1532
H -0.3459 3.0028 3.5163
H 0.6026 2.3372 5.5620
H 1.4838 1.4320 4.3471
H -0.5520 0.4566 6.3544
H 1.0165 -0.2109 5.9535
H -1.5592 -0.6767 4.6111
H 1.6726 -0.3047 3.3848
H 1.7588 -1.8584 2.7110
H -1.6110 -2.5358 3.2714
H -0.2974 -2.7767 2.2029
C -4.7880 -2.7120 0.3094
C -5.2697 -1.6594 -0.4629
C -4.4292 -0.6493 -0.9096
C -3.0623 -0.6626 -0.5890
C -2.5910 -1.7184 0.1949
C -3.4369 -2.7266 0.6347
N -2.1680 0.3452 -1.0190
N -2.7793 1.2675 -1.7919
C -1.9552 2.3463 -2.0627
C -2.4779 3.4033 -2.8201
C -1.7286 4.5555 -2.9957
C -0.4798 4.6637 -2.3902
C 0.0328 3.5927 -1.6506
C -0.6522 2.3871 -1.5082
H -5.4496 -3.5037 0.6440
H -6.3213 -1.6256 -0.7286
H -4.8062 0.1632 -1.5100
H -1.5416 -1.7593 0.4528
H -3.0123 -3.5369 1.2194
H -3.4794 3.3116 -3.2301
H -2.1202 5.3769 -3.5857
H 0.0963 5.5775 -2.4948
H 1.0000 3.7222 -1.1753
C 4.8738 0.2994 -2.8888
N 3.9650 0.7269 -1.8490
C 3.2792 1.9488 -2.2208
C 3.0432 -0.3118 -1.3604
C 1.9313 -0.7163 -2.3228
C 2.3139 -1.5418 -3.3853
C 1.4237 -1.9263 -4.3757
C 0.1183 -1.4654 -4.3067
C -0.2739 -0.6603 -3.2443
C 0.5908 -0.2623 -2.2054
H 5.6320 1.0740 -3.0379
H 4.3843 0.1238 -3.8606
H 5.3818 -0.6202 -2.5863
H 3.9881 2.7818 -2.2298
H 2.5023 2.1562 -1.4922
H 2.7999 1.8913 -3.2104
H 2.6214 0.0632 -0.4301
H 3.6502 -1.1858 -1.1097
H 3.3291 -1.9255 -3.4143
H 1.7451 -2.5721 -5.1855
H -0.6007 -1.7353 -5.0733
H -1.3025 -0.3172 -3.2324
C 0.9546 -3.5950 -0.6730
S 0.9154 -2.8316 0.9151
O -0.1393 -3.5593 1.6476
O 2.2209 -2.9844 1.5387
O 0.5440 -1.4250 0.7276
H 0.9883 -4.6677 -0.4904
H 1.8270 -3.2486 -1.2323
H 0.0373 -3.3142 -1.1960
*
```

Atom charges from the Löwdin analysis, given in e for atoms 1 to 5: number 1, V, carries 0.8795; number 2, N, carries 0.0731; number 3, C, carries -0.2955; number 4, C, carries -0.1341; number 5, C, carries -0.1818



Quick one: least stable of them? entry Q